one) 12
Properties=species:S:1:pos:R:3 method="wB97M-V/def2-TZVPD" multiplicity=2 total_charge=+1 homo_ev="-14.98 / -14.41" molar_mass_g_mol=77.083 gap_ev="10.013 / 4.087"
O -0.509 3.054 -0.536
H 1.140 1.809 -1.281
H 1.240 -0.735 0.945
O -0.269 -1.883 0.358
C -0.002 2.001 -0.884
C 0.446 -1.240 1.327
H -0.175 -0.363 1.777
H 0.536 -1.949 2.134
H -0.164 0.148 -1.674
H -1.767 0.848 -0.819
H 0.240 -2.494 -0.188
N -0.717 0.805 -1.158

***

two) 12
Properties=species:S:1:pos:R:3 method="wB97M-V/def2-TZVPD" multiplicity=2 total_charge=+1 homo_ev="-15.20 / -15.19" molar_mass_g_mol=77.083 gap_ev="10.334 / 5.432"
H 0.308 -0.590 -0.216
H 1.911 -1.629 -0.420
H -1.785 0.302 -1.083
O 1.834 -2.574 -0.507
H 1.208 0.275 0.977
C -0.773 1.104 0.525
C 0.509 0.414 0.126
H 1.078 -2.693 0.100
O -0.904 1.905 1.457
H -2.663 1.468 -0.289
N -1.836 0.876 -0.250
H 1.113 1.142 -0.420

***

Energy ordering: two) at the bottom, the next structure 0.0664 hartree above.

***

one) 9
Properties=species:S:1:pos:R:3 method="wB97M-V/def2-TZVPD" smiles=C#CCSO homo_ev=-8.01 molar_mass_g_mol=88.131 gap_ev=7.846
C -0.860 -0.728 -0.252
C 0.486 1.371 -0.288
H -1.819 0.314 -1.028
H 0.465 2.216 0.411
S -0.911 2.185 -1.554
H -1.175 -1.745 -0.107
O -1.957 1.083 -1.423
H 1.457 1.210 -0.745
C 0.054 0.010 0.056

***

two) 9
Properties=species:S:1:pos:R:3 method="wB97M-V/def2-TZVPD" homo_ev="-7.58 / -7.58" molar_mass_g_mol=88.131 gap_ev="8.114 / 8.114"
H 1.461 1.252 -0.564
C -1.918 -0.314 0.929
H 2.127 -0.346 -0.366
S -0.733 -1.520 0.383
H 1.202 0.211 -1.806
O -1.047 0.702 0.405
H -2.235 -0.286 1.984
C 1.248 0.293 -0.782
C -0.105 0.007 -0.182

***

Energy ordering: two) at the bottom, the next structure 0.0399 hartree above.

***

one) 8
Properties=species:S:1:pos:R:3 method="wB97M-V/def2-TZVPD" homo_ev="-9.95 / -8.23" molar_mass_g_mol=69.063 gap_ev="9.686 / 7.382"
C 0.957 0.545 0.000
H 0.305 1.478 -0.258
C -1.297 0.209 -0.217
C -0.008 -0.651 -0.009
H -0.124 -1.312 0.866
O -2.194 0.540 0.431
H 0.206 -1.233 -0.905
N 2.155 0.424 0.093

***

two) 8
Properties=species:S:1:pos:R:3 method="wB97M-V/def2-TZVPD" homo_ev=-10.18 molar_mass_g_mol=69.063 gap_ev=10.875
C 1.089 -0.048 -0.363
H 0.335 -1.360 1.149
C -0.719 0.661 0.069
H -0.438 1.258 0.950
H -0.391 -1.628 -0.503
N 1.457 1.026 -0.626
O -1.396 0.990 -0.854
C 0.063 -0.898 0.176

***

three) 8
Properties=species:S:1:pos:R:3 method="wB97M-V/def2-TZVPD" smiles="CC(=O)C#N" homo_ev=-10.68 molar_mass_g_mol=69.063 gap_ev=10.411
C -0.141 0.031 0.386
C 0.416 -0.317 -1.027
H 0.576 -1.403 -0.916
C -0.659 1.083 1.312
H -0.265 -0.173 -1.874
N -1.095 1.569 2.275
H 1.382 0.127 -1.292
O -0.216 -0.917 1.137

***

four) 8
Properties=species:S:1:pos:R:3 method="wB97M-V/def2-TZVPD" smiles=N#C[C@H]1CO1 homo_ev=-9.77 molar_mass_g_mol=69.063 gap_ev=9.742
C -0.483 0.052 -0.267
O 0.738 -0.451 -0.663
H 1.097 0.616 1.191
H -0.967 0.912 -0.697
C -1.381 -1.006 0.194
N -2.100 -1.877 0.476
H 1.960 1.166 -0.352
C 1.136 0.589 0.118

***

Energy ordering: three) at the bottom, the next structure 0.0142 hartree above.

***

one) 8
Properties=species:S:1:pos:R:3 method="wB97M-V/def2-TZVPD" smiles="C=C=O.C#N" homo_ev=-9.36 molar_mass_g_mol=69.063 gap_ev=10.268
H -1.568 -0.956 0.615
H -2.152 0.826 0.162
C -1.435 -0.017 0.094
O 0.345 1.677 -0.015
C -0.429 0.808 0.084
H 2.544 -0.060 -0.478
N 0.906 -1.527 -0.150
C 1.766 -0.779 -0.322

***

two) 8
Properties=species:S:1:pos:R:3 method="wB97M-V/def2-TZVPD" homo_ev=-9.69 molar_mass_g_mol=69.063 gap_ev=10.735
H -1.001 1.625 0.425
C 0.246 0.490 -0.866
O 0.739 -0.789 -0.708
H 0.196 -2.013 0.928
N -0.415 -0.213 1.186
C 0.214 -1.076 0.508
C -0.421 0.791 0.226
H 0.441 1.185 -1.698

***

Energy ordering: two) at the bottom, the next structure 0.0399 hartree above.